{
  "formula": "C23H36N4O2",
  "method": "ωB97M-V with the def2-TZVPD basis set",
  "symbols": ["C", "C", "C", "C", "C", "C", "C", "H", "H", "C", "N", "N", "C", "O", "C", "C", "H", "H", "H", "H", "C", "H", "H", "C", "O", "N", "H", "C", "H", "H", "C", "N", "C", "C", "C", "H", "H", "H", "C", "H", "H", "H", "H", "H", "H", "C", "C", "C", "H", "H", "H", "C", "H", "H", "H", "H", "H", "H", "H", "H", "H", "H", "H", "H", "H"],
  "positions_angstrom": [[4.897, 1.165, -2.893], [3.801, 0.266, -2.411], [4.089, -0.973, -1.851], [3.081, -1.814, -1.421], [1.746, -1.430, -1.536], [1.454, -0.191, -2.109], [2.467, 0.642, -2.536], [2.224, 1.598, -2.979], [0.418, 0.089, -2.225], [0.657, -2.278, -1.064], [-0.418, -1.695, -0.693], [-1.478, -2.414, -0.256], [-1.658, -3.750, -0.478], [-2.638, -4.339, -0.073], [-0.563, -4.393, -1.307], [0.800, -3.776, -1.008], [1.128, -4.063, -0.003], [1.542, -4.129, -1.724], [-0.827, -4.223, -2.356], [-0.573, -5.468, -1.127], [-2.548, -1.615, 0.314], [-3.468, -2.198, 0.225], [-2.344, -1.410, 1.369], [-2.663, -0.317, -0.497], [-3.095, -0.295, -1.629], [-2.256, 0.775, 0.173], [-1.769, 0.689, 1.054], [-2.085, 2.068, -0.444], [-2.306, 1.968, -1.508], [-2.788, 2.782, 0.000], [-0.644, 2.534, -0.218], [-0.347, 2.566, 1.205], [1.029, 2.200, 1.506], [1.256, 0.682, 1.440], [2.753, 0.381, 1.438], [3.233, 0.820, 0.566], [2.922, -0.693, 1.409], [3.225, 0.781, 2.333], [0.578, -0.028, 2.609], [-0.465, 0.269, 2.684], [0.622, -1.106, 2.473], [1.074, 0.219, 3.546], [0.828, 0.294, 0.512], [1.733, 2.697, 0.817], [1.262, 2.539, 2.517], [-0.827, 3.776, 1.859], [-1.890, 3.486, 2.935], [-2.712, 4.744, 3.208], [-2.067, 5.552, 3.548], [-3.230, 5.073, 2.310], [-3.455, 4.552, 3.979], [-1.252, 2.989, 4.229], [-2.018, 2.738, 4.959], [-0.649, 2.106, 4.045], [-0.615, 3.761, 4.656], [-2.555, 2.708, 2.550], [-1.274, 4.438, 1.109], [0.001, 4.328, 2.319], [-0.496, 3.516, -0.696], [0.027, 1.822, -0.699], [3.336, -2.763, -0.973], [5.120, -1.281, -1.746], [5.824, 0.970, -2.360], [5.076, 0.994, -3.955], [4.626, 2.210, -2.764]],
  "e_above_lowest_kj_mol": 174.7,
  "e_tot_ev": -34491.58262,
  "orbital_gap_ev": 8.8465,
  "lumo_energy_ev": 0.45,
  "spin_multiplicity": 1,
  "smiles": "Cc1ccc(C2=NN(CC(=O)NCCN(CC(C)C)CC(C)C)C(=O)CC2)cc1"
}

=====

{
  "formula": "C13H31KN7O2PS",
  "method": "ωB97M-V with the def2-TZVPD basis set",
  "symbols": ["K", "O", "S", "N", "C", "C", "N", "C", "N", "C", "C", "C", "N", "C", "H", "H", "H", "H", "H", "H", "H", "H", "H", "H", "H", "H", "H", "C", "N", "C", "P", "O", "N", "C", "C", "N", "C", "C", "H", "H", "H", "H", "H", "H", "H", "H", "H", "H", "H", "H", "H", "H", "H", "H", "H", "H"],
  "positions_angstrom": [[1.382, -1.252, 0.697], [4.981, -1.604, 4.492], [4.452, -0.598, 3.523], [3.169, -0.561, 2.776], [0.950, 3.257, 5.443], [1.939, 2.302, 4.801], [1.325, 1.342, 3.904], [0.058, 1.430, 3.401], [-0.305, 0.449, 2.597], [-1.751, 0.360, 2.326], [-2.717, 1.318, 3.111], [-2.066, 2.676, 3.264], [-0.748, 2.467, 3.859], [-0.168, 3.640, 4.500], [1.454, 4.083, 5.902], [0.481, 2.718, 6.315], [2.497, 1.802, 5.611], [2.682, 2.903, 4.265], [1.956, 0.604, 3.532], [-2.105, -0.661, 2.438], [-1.885, 0.543, 1.249], [-2.854, 0.798, 4.075], [-3.730, 1.369, 2.644], [-2.670, 3.357, 3.908], [-2.017, 3.119, 2.289], [-1.024, 4.113, 5.018], [0.225, 4.346, 3.778], [-2.569, -1.950, -2.582], [-1.550, -1.056, -3.158], [-2.068, 0.341, -3.110], [0.049, -1.350, -2.770], [0.340, -0.978, -1.341], [0.213, -2.973, -3.106], [0.121, -3.403, -4.551], [0.711, -3.891, -2.127], [0.946, -0.508, -3.866], [2.400, -0.531, -3.698], [0.556, 0.062, -5.182], [-2.799, -1.653, -1.525], [-2.299, -3.012, -2.562], [-3.464, -1.868, -3.192], [-2.222, 0.683, -2.109], [-3.035, 0.439, -3.649], [-1.363, 1.073, -3.552], [1.031, -3.060, -5.056], [-0.766, -3.023, -4.996], [0.199, -4.495, -4.583], [1.384, -3.380, -1.439], [1.202, -4.740, -2.621], [-0.116, -4.269, -1.511], [2.638, -1.098, -2.802], [2.724, 0.525, -3.568], [2.903, -0.889, -4.585], [-0.430, -0.344, -5.435], [1.324, -0.128, -5.951], [0.428, 1.158, -5.093]],
  "e_above_lowest_kj_mol": 112.0,
  "e_tot_ev": -64959.78332,
  "orbital_gap_ev": 6.8427,
  "lumo_energy_ev": -0.03,
  "spin_multiplicity": 1
}

=====

{
  "formula": "C7H10NO2S2",
  "method": "ωB97M-V with the def2-TZVPD basis set",
  "symbols": ["C", "C", "C", "C", "C", "C", "C", "N", "O", "O", "S", "S", "H", "H", "H", "H", "H", "H", "H", "H", "H", "H"],
  "positions_angstrom": [[-0.590, -1.421, -1.145], [-0.712, -2.075, -2.482], [-1.122, -2.216, -0.024], [-0.359, 0.148, 0.390], [1.758, 0.677, 1.730], [0.971, 2.271, 0.032], [0.444, 1.239, 1.033], [-0.177, -0.222, -0.864], [-1.860, -2.123, -3.021], [0.351, -2.564, -2.859], [-0.824, -1.229, 1.486], [-2.524, 1.217, 0.192], [-2.186, -2.548, -0.118], [-0.593, -3.214, -0.001], [2.514, 0.260, 1.064], [1.395, -0.138, 2.406], [2.228, 1.575, 2.212], [0.271, 3.030, -0.401], [1.158, 1.788, -0.934], [1.945, 2.685, 0.405], [0.064, 1.470, 1.945], [-2.154, 1.390, -1.044]],
  "e_above_lowest_kj_mol": 72.7,
  "e_tot_ev": -34676.64753,
  "orbital_gap_ev": [7.5162, 7.5142],
  "lumo_energy_ev": [2.72, 2.72],
  "total_charge": -1,
  "spin_multiplicity": 1
}

=====

{
  "formula": "C18H60O12",
  "method": "ωB97M-V with the def2-TZVPD basis set",
  "symbols": ["C", "C", "O", "H", "H", "H", "H", "H", "H", "C", "C", "O", "H", "H", "H", "H", "H", "H", "C", "C", "O", "H", "H", "H", "H", "H", "H", "C", "C", "O", "H", "H", "H", "H", "H", "H", "C", "C", "O", "H", "H", "H", "H", "H", "H", "C", "C", "O", "H", "H", "H", "H", "H", "H", "C", "O", "H", "H", "H", "H", "C", "O", "H", "H", "H", "H", "C", "O", "H", "H", "H", "H", "C", "O", "H", "H", "H", "H", "C", "O", "H", "H", "H", "H", "C", "O", "H", "H", "H", "H"],
  "positions_angstrom": [[0.239, 0.116, -1.183], [0.487, -1.141, -0.385], [0.973, -0.733, 0.878], [1.195, 0.625, -1.304], [-0.426, 0.750, -0.597], [-0.100, -0.217, -2.164], [1.237, -1.806, -0.815], [-0.421, -1.740, -0.321], [0.719, -1.345, 1.571], [-6.069, -1.886, 1.526], [-6.907, -3.086, 1.880], [-6.400, -4.305, 1.368], [-6.507, -0.949, 1.869], [-6.135, -1.781, 0.443], [-5.037, -1.908, 1.877], [-7.937, -2.914, 1.569], [-6.929, -3.206, 2.963], [-6.906, -5.058, 1.683], [4.897, -0.258, 7.819], [5.682, 0.852, 8.521], [6.605, 0.207, 9.406], [4.352, -0.888, 8.522], [5.489, -0.903, 7.170], [4.175, 0.207, 7.147], [4.970, 1.358, 9.173], [6.206, 1.539, 7.857], [7.110, 0.957, 9.728], [-1.988, 2.338, 5.987], [-2.351, 1.392, 7.129], [-3.739, 1.264, 7.203], [-2.202, 3.393, 6.161], [-2.622, 2.060, 5.145], [-0.953, 2.221, 5.667], [-1.924, 1.760, 8.062], [-1.923, 0.417, 6.896], [-3.881, 0.907, 8.083], [-1.104, -2.202, -9.744], [-0.796, -3.134, -10.956], [-0.408, -4.404, -10.568], [-1.274, -1.182, -10.087], [-0.218, -2.141, -9.112], [-1.942, -2.605, -9.173], [-0.036, -2.646, -11.565], [-1.678, -3.259, -11.584], [-0.363, -4.880, -11.401], [-2.747, 7.285, 1.354], [-1.246, 7.113, 1.017], [-0.607, 8.370, 1.260], [-3.305, 6.349, 1.365], [-3.256, 7.973, 0.679], [-2.868, 7.800, 2.307], [-1.168, 6.879, -0.045], [-0.769, 6.380, 1.666], [0.154, 8.134, 1.796], [-2.233, -5.027, 5.737], [-0.889, -4.793, 5.235], [-2.277, -5.173, 6.817], [-2.833, -4.134, 5.565], [-2.664, -5.863, 5.186], [-0.492, -5.649, 5.058], [5.217, 3.580, 0.491], [4.833, 2.962, 1.692], [5.661, 2.859, -0.195], [4.324, 4.031, 0.058], [5.967, 4.320, 0.769], [4.156, 2.304, 1.520], [2.402, 3.409, -7.687], [3.742, 3.279, -7.375], [2.233, 3.012, -8.688], [1.640, 2.904, -7.094], [2.102, 4.457, -7.681], [3.902, 2.350, -7.193], [0.694, -8.276, 0.822], [1.037, -8.500, 2.139], [0.893, -9.124, 0.167], [-0.366, -8.030, 0.757], [1.240, -7.407, 0.452], [0.302, -9.004, 2.496], [6.269, -1.797, -4.660], [5.433, -1.679, -5.771], [6.783, -0.865, -4.426], [5.717, -2.108, -3.772], [7.112, -2.480, -4.769], [4.991, -2.530, -5.809], [-4.046, 4.012, -5.242], [-4.175, 3.946, -6.687], [-3.035, 4.282, -4.936], [-4.663, 4.807, -4.825], [-4.363, 3.095, -4.745], [-3.968, 4.761, -7.150]],
  "e_above_lowest_kj_mol": 667.2,
  "e_tot_ev": -44202.56614,
  "orbital_gap_ev": 10.3983,
  "lumo_energy_ev": 0.19,
  "spin_multiplicity": 1,
  "smiles": "CCO.CCO.CCO.CCO.CCO.CCO.CO.CO.CO.CO.CO.CO"
}

=====

Copy entry 1 word for word.
{
  "formula": "C23H36N4O2",
  "method": "ωB97M-V with the def2-TZVPD basis set",
  "symbols": ["C", "C", "C", "C", "C", "C", "C", "H", "H", "C", "N", "N", "C", "O", "C", "C", "H", "H", "H", "H", "C", "H", "H", "C", "O", "N", "H", "C", "H", "H", "C", "N", "C", "C", "C", "H", "H", "H", "C", "H", "H", "H", "H", "H", "H", "C", "C", "C", "H", "H", "H", "C", "H", "H", "H", "H", "H", "H", "H", "H", "H", "H", "H", "H", "H"],
  "positions_angstrom": [[4.897, 1.165, -2.893], [3.801, 0.266, -2.411], [4.089, -0.973, -1.851], [3.081, -1.814, -1.421], [1.746, -1.430, -1.536], [1.454, -0.191, -2.109], [2.467, 0.642, -2.536], [2.224, 1.598, -2.979], [0.418, 0.089, -2.225], [0.657, -2.278, -1.064], [-0.418, -1.695, -0.693], [-1.478, -2.414, -0.256], [-1.658, -3.750, -0.478], [-2.638, -4.339, -0.073], [-0.563, -4.393, -1.307], [0.800, -3.776, -1.008], [1.128, -4.063, -0.003], [1.542, -4.129, -1.724], [-0.827, -4.223, -2.356], [-0.573, -5.468, -1.127], [-2.548, -1.615, 0.314], [-3.468, -2.198, 0.225], [-2.344, -1.410, 1.369], [-2.663, -0.317, -0.497], [-3.095, -0.295, -1.629], [-2.256, 0.775, 0.173], [-1.769, 0.689, 1.054], [-2.085, 2.068, -0.444], [-2.306, 1.968, -1.508], [-2.788, 2.782, 0.000], [-0.644, 2.534, -0.218], [-0.347, 2.566, 1.205], [1.029, 2.200, 1.506], [1.256, 0.682, 1.440], [2.753, 0.381, 1.438], [3.233, 0.820, 0.566], [2.922, -0.693, 1.409], [3.225, 0.781, 2.333], [0.578, -0.028, 2.609], [-0.465, 0.269, 2.684], [0.622, -1.106, 2.473], [1.074, 0.219, 3.546], [0.828, 0.294, 0.512], [1.733, 2.697, 0.817], [1.262, 2.539, 2.517], [-0.827, 3.776, 1.859], [-1.890, 3.486, 2.935], [-2.712, 4.744, 3.208], [-2.067, 5.552, 3.548], [-3.230, 5.073, 2.310], [-3.455, 4.552, 3.979], [-1.252, 2.989, 4.229], [-2.018, 2.738, 4.959], [-0.649, 2.106, 4.045], [-0.615, 3.761, 4.656], [-2.555, 2.708, 2.550], [-1.274, 4.438, 1.109], [0.001, 4.328, 2.319], [-0.496, 3.516, -0.696], [0.027, 1.822, -0.699], [3.336, -2.763, -0.973], [5.120, -1.281, -1.746], [5.824, 0.970, -2.360], [5.076, 0.994, -3.955], [4.626, 2.210, -2.764]],
  "e_above_lowest_kj_mol": 174.7,
  "e_tot_ev": -34491.58262,
  "orbital_gap_ev": 8.8465,
  "lumo_energy_ev": 0.45,
  "spin_multiplicity": 1,
  "smiles": "Cc1ccc(C2=NN(CC(=O)NCCN(CC(C)C)CC(C)C)C(=O)CC2)cc1"
}

=====

What did the first record say?
{
  "formula": "C23H36N4O2",
  "method": "ωB97M-V with the def2-TZVPD basis set",
  "symbols": ["C", "C", "C", "C", "C", "C", "C", "H", "H", "C", "N", "N", "C", "O", "C", "C", "H", "H", "H", "H", "C", "H", "H", "C", "O", "N", "H", "C", "H", "H", "C", "N", "C", "C", "C", "H", "H", "H", "C", "H", "H", "H", "H", "H", "H", "C", "C", "C", "H", "H", "H", "C", "H", "H", "H", "H", "H", "H", "H", "H", "H", "H", "H", "H", "H"],
  "positions_angstrom": [[4.897, 1.165, -2.893], [3.801, 0.266, -2.411], [4.089, -0.973, -1.851], [3.081, -1.814, -1.421], [1.746, -1.430, -1.536], [1.454, -0.191, -2.109], [2.467, 0.642, -2.536], [2.224, 1.598, -2.979], [0.418, 0.089, -2.225], [0.657, -2.278, -1.064], [-0.418, -1.695, -0.693], [-1.478, -2.414, -0.256], [-1.658, -3.750, -0.478], [-2.638, -4.339, -0.073], [-0.563, -4.393, -1.307], [0.800, -3.776, -1.008], [1.128, -4.063, -0.003], [1.542, -4.129, -1.724], [-0.827, -4.223, -2.356], [-0.573, -5.468, -1.127], [-2.548, -1.615, 0.314], [-3.468, -2.198, 0.225], [-2.344, -1.410, 1.369], [-2.663, -0.317, -0.497], [-3.095, -0.295, -1.629], [-2.256, 0.775, 0.173], [-1.769, 0.689, 1.054], [-2.085, 2.068, -0.444], [-2.306, 1.968, -1.508], [-2.788, 2.782, 0.000], [-0.644, 2.534, -0.218], [-0.347, 2.566, 1.205], [1.029, 2.200, 1.506], [1.256, 0.682, 1.440], [2.753, 0.381, 1.438], [3.233, 0.820, 0.566], [2.922, -0.693, 1.409], [3.225, 0.781, 2.333], [0.578, -0.028, 2.609], [-0.465, 0.269, 2.684], [0.622, -1.106, 2.473], [1.074, 0.219, 3.546], [0.828, 0.294, 0.512], [1.733, 2.697, 0.817], [1.262, 2.539, 2.517], [-0.827, 3.776, 1.859], [-1.890, 3.486, 2.935], [-2.712, 4.744, 3.208], [-2.067, 5.552, 3.548], [-3.230, 5.073, 2.310], [-3.455, 4.552, 3.979], [-1.252, 2.989, 4.229], [-2.018, 2.738, 4.959], [-0.649, 2.106, 4.045], [-0.615, 3.761, 4.656], [-2.555, 2.708, 2.550], [-1.274, 4.438, 1.109], [0.001, 4.328, 2.319], [-0.496, 3.516, -0.696], [0.027, 1.822, -0.699], [3.336, -2.763, -0.973], [5.120, -1.281, -1.746], [5.824, 0.970, -2.360], [5.076, 0.994, -3.955], [4.626, 2.210, -2.764]],
  "e_above_lowest_kj_mol": 174.7,
  "e_tot_ev": -34491.58262,
  "orbital_gap_ev": 8.8465,
  "lumo_energy_ev": 0.45,
  "spin_multiplicity": 1,
  "smiles": "Cc1ccc(C2=NN(CC(=O)NCCN(CC(C)C)CC(C)C)C(=O)CC2)cc1"
}